No. 1
Entry from the OMol25 dataset: an isolated molecule of C17H18ClFN2O3 (the ωB97M-V functional and the def2-TZVPD basis).

Output
Structure (SMILES) ... O=C(c1cc(COc2ccc(F)cc2Cl)on1)N1CCCCCC1
Energy ... -42282.542 eV
Lowest unoccupied orbital energy ... 0.6762 eV
Total charge ... 0
Energy relative to the best compared isomer or geometry (same formula, charge and spin) ... 0.00 kcal per mole
Molar mass ... 352.79 g/mol
Strongest force on any atom ... 1.09 eV/Å
Orbital gap ... 9.52 eV

XYZ file:
```
42
Properties=species:S:1:pos:R:3:forces:R:3:mulliken_charge:R:1
O -0.5521 -1.3927 -1.2098 0.25 -0.01 0.07 -0.698
C -1.0602 -0.3353 -0.8692 -0.32 -0.10 -0.12 0.687
N -2.3490 -0.0306 -1.1134 0.05 -0.05 -0.20 0.059
C -3.0262 1.1712 -0.6921 -0.20 0.53 0.39 -1.087
H -2.3357 2.0154 -0.7370 -0.16 -0.04 -0.10 0.514
C -3.6167 1.0891 0.7263 0.05 -0.11 -0.01 -0.520
H -2.8799 1.4671 1.4341 -0.10 0.09 -0.02 0.294
H -4.4915 1.7407 0.7642 -0.03 0.06 0.03 0.411
C -4.0097 -0.3242 1.1574 -0.21 0.22 -0.08 -0.760
C -4.8372 -1.0982 0.1266 0.20 -0.26 0.15 -0.705
C -3.9660 -1.8959 -0.8428 -0.08 0.26 -0.15 -0.564
H -3.2759 -2.5197 -0.2718 0.01 -0.07 0.00 0.275
C -3.1574 -1.0199 -1.7992 -0.02 -0.62 -0.14 -1.047
H -3.8281 -0.4960 -2.4866 0.06 0.02 0.05 0.399
H -2.4787 -1.6526 -2.3766 -0.15 0.14 -0.01 0.413
H -4.5946 -2.5561 -1.4437 0.04 -0.07 -0.03 0.395
H -5.4837 -1.8045 0.6519 -0.07 0.05 -0.04 0.364
H -5.4840 -0.4133 -0.4254 -0.14 0.03 -0.03 0.324
H -3.1061 -0.8941 1.3821 0.02 -0.06 0.10 0.323
H -4.5760 -0.2380 2.0870 0.07 -0.03 0.05 0.428
H -3.8269 1.3511 -1.4145 0.12 -0.01 0.01 0.475
C -0.2015 0.6782 -0.1977 0.86 0.52 0.43 0.026
N -0.5680 1.5144 0.7394 -0.97 -0.46 -0.15 -0.160
O 0.5327 2.1944 1.1351 0.77 0.21 0.07 -0.351
C 1.5941 1.7691 0.4258 -0.21 -0.71 -0.76 0.339
C 1.1954 0.7948 -0.4401 0.11 0.54 0.44 -0.149
H 1.7729 0.2342 -1.1427 0.18 -0.12 -0.12 0.511
C 2.9181 2.4110 0.6936 -0.16 0.31 0.31 -0.814
O 3.9570 1.8683 -0.0768 -0.07 -0.10 -0.12 -0.445
C 4.4009 0.6083 0.1906 0.25 -0.24 -0.03 0.304
C 3.9197 -0.2251 1.1929 0.04 0.25 -0.09 -0.103
C 4.4585 -1.4869 1.3843 0.24 -0.16 -0.14 -0.824
C 5.4834 -1.9136 0.5642 -0.12 0.22 0.00 0.328
C 5.9862 -1.1134 -0.4477 -0.13 -0.11 0.19 -0.550
C 5.4406 0.1426 -0.6273 -0.28 0.07 0.23 0.381
Cl 6.0353 1.1699 -1.8726 0.14 0.06 -0.18 -0.197
H 6.7846 -1.4655 -1.0798 0.08 -0.02 -0.07 0.462
F 6.0134 -3.1374 0.7478 -0.01 0.01 -0.02 -0.320
H 4.0831 -2.1340 2.1600 -0.03 -0.09 0.07 0.436
H 3.1133 0.0939 1.8325 -0.09 0.05 0.05 0.330
H 3.1439 2.3666 1.7690 -0.01 0.01 -0.13 0.406
H 2.8721 3.4666 0.4021 0.00 -0.17 0.13 0.411
```
Positions in Å, forces in eV/Å.

=====

No. 2
Entry from the OMol25 dataset: a structure of composition C17H18ClIO6Pd (the ωB97M-V functional and the def2-TZVPD basis).

Output
Spin multiplicity ... 5
Expectation value of S² ... 6.046
Energy ... -54280.527 eV
Lowest unoccupied orbital energy (alpha / beta) ... -6.4277 / -10.0805 eV
Total charge ... +2
Energy relative to the best compared isomer or geometry (same formula, charge and spin) ... 0.00 kcal per mole
Molar mass ... 587.10 g/mol
Strongest force on any atom ... 0.61 eV/Å
Orbital gap (alpha / beta) ... 9.50 / 5.95 eV

XYZ file:
```
44
Properties=species:S:1:pos:R:3:forces:R:3:mulliken_charge:R:1
Pd -0.3978 0.0234 0.3643 0.38 -0.23 -0.39 0.735
C 2.4401 -0.3489 3.4218 -0.01 0.01 0.00 -1.508
C 2.3826 1.0884 2.9252 0.00 -0.02 -0.03 0.763
C 2.8861 2.0787 4.0083 -0.01 0.00 0.03 -1.421
C 1.0550 1.5413 2.4409 -0.01 0.01 -0.01 1.400
C -0.1358 0.7539 2.5873 0.04 0.21 0.16 -1.469
C -1.3579 1.2506 2.1532 0.05 0.11 0.09 -0.878
C -1.4520 2.5633 1.5649 -0.03 -0.01 -0.01 1.234
C -2.7533 3.0993 1.1255 0.00 0.00 0.01 -1.443
C -0.2642 3.3181 1.4095 -0.02 0.00 -0.01 -0.587
C 0.9372 2.8263 1.8250 0.02 -0.03 -0.02 -0.721
H 3.4715 -0.6015 3.6603 0.00 0.00 0.00 0.465
H 2.0899 -1.0568 2.6713 0.00 0.00 -0.01 0.153
H 1.8588 -0.4769 4.3380 0.00 0.00 0.00 0.395
H 3.0561 1.2024 2.0617 0.02 0.02 0.01 0.365
H 2.2082 2.0894 4.8621 0.01 -0.01 0.00 0.414
H 2.9986 3.0953 3.6356 -0.02 0.00 0.00 0.416
H 3.8613 1.7366 4.3499 0.00 0.00 -0.01 0.413
H -0.0942 -0.1671 3.1530 0.03 -0.05 -0.08 0.437
H -2.2763 0.7265 2.3916 0.01 -0.04 -0.05 0.490
H -2.8028 3.0179 0.0303 0.00 0.00 0.00 0.327
H -2.8359 4.1629 1.3547 0.00 0.00 0.00 0.441
H -3.5967 2.5555 1.5444 0.00 0.00 0.00 0.400
H -0.3244 4.2954 0.9479 -0.01 0.00 0.00 0.530
H 1.8375 3.4100 1.6812 0.00 0.00 0.00 0.549
O -0.0807 -0.5226 -1.8824 -0.03 0.06 -0.02 -0.565
Cl -0.2120 0.9389 -1.9877 -0.13 0.02 -0.07 1.965
O -0.1137 1.4254 -3.2881 0.02 -0.01 0.06 -0.527
O 0.7984 1.4818 -1.0624 0.00 0.00 0.12 -0.535
O -1.5001 1.2463 -1.3299 -0.04 0.06 0.02 -0.579
I -1.7784 -7.8681 -1.7040 -0.01 -0.01 0.00 0.556
C -0.9263 -6.1792 -1.0303 0.00 0.01 0.00 0.149
C 0.4753 -6.1354 -0.8361 -0.01 -0.01 0.00 -0.441
C 1.0443 -4.9687 -0.4023 -0.02 0.04 -0.02 -0.561
C 0.2372 -3.8481 -0.1355 0.02 -0.05 0.02 0.646
C -1.1513 -3.8951 -0.3190 0.01 -0.02 0.02 -0.321
C -1.7411 -5.0483 -0.7697 0.00 -0.01 0.00 -0.558
C 0.9534 -2.5893 0.2904 0.30 0.14 0.11 0.348
O 2.1044 -2.4270 -0.0157 -0.04 0.04 -0.06 -0.507
O 0.2626 -1.7359 1.0336 -0.55 -0.25 0.12 -0.739
H 1.0803 -7.0088 -1.0368 0.00 0.00 -0.01 0.423
H 2.1138 -4.8850 -0.2676 0.00 0.01 0.00 0.519
H -1.7580 -3.0257 -0.1116 0.01 0.02 0.01 0.421
H -2.8095 -5.1040 -0.9258 0.00 0.00 0.00 0.406
```
Positions in Å, forces in eV/Å.

=====

No. 3
Entry from the OMol25 dataset: an isolated molecule of C17H18ClNO2S (the ωB97M-V functional and the def2-TZVPD basis).

Output
Structure (SMILES) ... COc1cccc(C(=O)NCCSCc2ccccc2Cl)c1
Energy ... -46864.436 eV
Lowest unoccupied orbital energy ... 0.6187 eV
Total charge ... 0
Energy relative to the best compared isomer or geometry (same formula, charge and spin) ... 0.32 kcal per mole
Molar mass ... 335.86 g/mol
Strongest force on any atom ... 0.58 eV/Å
Orbital gap ... 9.31 eV

XYZ file:
```
40
Properties=species:S:1:pos:R:3:forces:R:3:mulliken_charge:R:1
C 6.8849 -0.4635 -0.9832 0.08 0.08 -0.22 -0.804
H 6.5843 0.5711 -1.1737 0.00 -0.04 0.00 0.341
O 6.4339 -0.9094 0.2743 -0.17 -0.10 0.29 -0.429
C 5.0956 -0.9356 0.5089 -0.19 -0.04 0.09 0.796
C 4.1213 -0.5583 -0.4054 0.17 0.03 -0.11 -0.271
C 2.7736 -0.6386 -0.0682 0.25 0.01 0.35 0.251
C 2.3934 -1.0702 1.1962 -0.08 0.06 -0.25 -0.786
C 3.3684 -1.4348 2.1113 0.12 -0.05 0.02 -0.657
C 4.7046 -1.3795 1.7747 0.11 0.05 -0.10 -0.581
H 5.4715 -1.6654 2.4770 0.09 -0.04 0.09 0.438
H 3.0807 -1.7647 3.0984 -0.01 -0.02 0.08 0.386
H 1.3530 -1.0946 1.4855 -0.10 0.01 0.02 0.504
C 1.7865 -0.2010 -1.0990 -0.09 -0.14 -0.03 0.353
O 2.0268 0.6747 -1.9089 0.16 0.15 -0.09 -0.663
N 0.6182 -0.8854 -1.0879 -0.29 -0.22 0.21 -0.141
H 0.4548 -1.5895 -0.3856 0.22 -0.01 -0.07 0.245
C -0.5023 -0.5280 -1.9195 -0.19 0.22 -0.18 -0.997
C -1.6465 0.0512 -1.0965 -0.05 -0.25 0.26 -0.054
H -1.3146 0.9245 -0.5345 -0.01 0.06 -0.14 0.284
H -2.4791 0.3229 -1.7405 -0.01 0.07 -0.07 0.200
S -2.2638 -1.1919 0.1031 -0.05 -0.02 -0.16 -0.168
C -4.0713 -0.9642 -0.0788 0.55 -0.17 -0.08 -1.216
C -4.4867 0.3974 0.3700 -0.13 0.12 -0.13 0.273
C -4.9612 1.3675 -0.5080 0.00 -0.05 0.25 0.717
C -5.3123 2.6318 -0.0616 -0.01 0.10 0.00 -0.640
C -5.1859 2.9468 1.2785 -0.01 0.02 -0.10 -0.360
C -4.7112 1.9976 2.1689 0.03 -0.08 0.08 -0.704
C -4.3664 0.7403 1.7138 -0.09 0.10 -0.04 -0.277
H -3.9845 -0.0019 2.3994 0.05 -0.06 0.07 0.384
H -4.6092 2.2380 3.2160 0.01 0.02 0.10 0.382
H -5.4572 3.9325 1.6237 -0.03 0.09 0.02 0.371
H -5.6796 3.3619 -0.7658 -0.03 0.04 -0.07 0.410
Cl -5.1486 1.0231 -2.2021 -0.04 0.02 -0.16 -0.218
H -4.3313 -1.1575 -1.1179 -0.11 -0.05 0.15 0.451
H -4.5038 -1.7363 0.5573 -0.06 0.00 -0.06 0.403
H -0.1419 0.2210 -2.6304 -0.07 -0.15 0.06 0.393
H -0.8497 -1.4118 -2.4652 0.03 0.14 0.00 0.307
H 4.3681 -0.1939 -1.3898 0.05 0.05 -0.07 0.517
H 7.9715 -0.5230 -0.9436 -0.08 0.02 -0.05 0.227
H 6.5159 -1.1033 -1.7910 0.00 0.04 0.03 0.334
```
Positions in Å, forces in eV/Å.

=====

No. 4
Entry from the OMol25 dataset: a structure of composition C17H18FN7O3 (the ωB97M-V functional and the def2-TZVPD basis).

Output
Energy ... -37207.921 eV
Lowest unoccupied orbital energy ... 0.5778 eV
Total charge ... 0
Molar mass ... 387.37 g/mol
Strongest force on any atom ... 6.48 eV/Å
Orbital gap ... 9.19 eV

XYZ file:
```
46
Properties=species:S:1:pos:R:3:forces:R:3:mulliken_charge:R:1
O 0.7668 1.7560 3.7491 -1.54 -0.89 -0.38 -0.700
O -2.2721 -1.6740 -0.0223 -0.16 0.49 -0.49 -0.664
F 2.9463 3.1000 -2.6541 0.22 -0.07 0.03 -0.309
N 1.3245 -2.5606 -3.5671 -1.78 -0.49 -2.63 -0.474
N -1.9887 1.4104 1.6945 -1.26 0.88 0.73 -0.877
O 0.4045 -2.7585 -5.6563 5.12 -1.38 -2.11 -0.360
C -0.2707 1.3982 3.1691 2.12 1.14 -0.87 0.441
C -1.0689 -1.8229 -0.0657 0.04 -1.97 -0.85 0.214
C 1.5753 -2.7570 -4.8372 -1.09 1.01 0.75 -0.132
C -2.0932 0.3572 2.4363 1.46 0.06 -1.06 -0.336
C -0.5738 -2.7388 -4.8139 -0.35 0.43 -0.68 -0.487
C -0.0793 -2.5363 -3.6542 0.44 0.43 6.45 0.507
C 0.7029 3.3064 -1.8414 1.49 -0.29 2.59 -0.621
C 2.6266 3.1591 -0.3130 0.08 -0.06 0.53 -0.757
C -0.1752 3.4237 -0.6864 0.22 0.13 -3.25 -0.248
C 1.7181 3.2216 0.7648 0.27 1.17 -1.08 -0.233
C 2.1357 3.1414 -1.5882 -3.68 0.76 -0.63 0.316
C 0.3470 3.4416 0.5945 0.39 -0.48 -1.10 0.682
N -0.3499 -1.9331 -1.2754 0.25 0.59 2.24 -0.094
N -0.8593 2.0921 2.1290 -0.67 0.06 1.10 0.967
N -1.2220 -2.8177 2.2923 -1.12 -0.33 -1.72 -0.520
N -0.9609 0.1776 3.2226 1.14 1.35 0.27 0.073
N -0.9087 -2.1384 3.4697 0.41 0.37 2.37 -0.317
C -0.9999 -2.1943 -2.5239 -0.88 -0.10 0.19 -0.586
C -0.5630 3.5161 1.7647 0.29 -0.54 1.10 -1.333
C -0.3575 -2.3434 1.2045 0.11 -1.32 -0.78 -0.299
C -0.0618 -0.9922 3.2030 -0.20 -1.07 0.10 -0.613
C 0.6130 -1.4546 1.8275 1.98 0.02 2.18 -0.726
H 2.5945 -2.7666 -5.1704 -0.18 -0.19 -1.13 0.426
H -2.9122 -0.3317 2.4978 -0.12 -0.14 -0.56 0.510
H -1.5653 -2.7468 -5.0700 -1.99 -0.08 -1.16 0.500
H 0.3930 3.3797 -2.8745 -0.28 -0.11 0.11 0.427
H 3.7176 3.2230 -0.1954 -0.58 -0.34 0.26 0.372
H -1.2871 3.5366 -0.8884 1.55 -0.10 0.43 0.276
H 2.1341 3.3398 1.7327 0.24 -0.25 0.92 0.444
H 0.6405 -2.1550 -1.2157 -0.38 0.06 -0.03 0.361
H -2.1604 -2.6287 1.8754 0.38 0.13 1.47 0.464
H -0.5109 -2.6924 4.2645 -0.61 0.02 -1.69 0.319
H -1.5296 -1.3234 -2.9184 -0.28 0.11 0.64 0.279
H -1.7506 -2.9915 -2.3385 0.25 0.35 -0.34 0.295
H 0.0525 3.9901 2.5686 -0.82 -0.76 -0.09 0.386
H -1.4935 4.1209 1.6584 0.65 -0.77 -0.23 0.434
H 0.1631 -3.2364 0.9013 0.31 -0.31 -0.77 0.646
H 0.7056 -0.7365 3.9687 -0.62 -0.61 -0.45 0.461
H 1.5637 -2.1030 1.9659 -1.35 1.53 0.63 0.380
H 0.8891 -0.6575 1.2151 0.54 1.56 -0.98 0.505
```
Positions in Å, forces in eV/Å.